Entry 1:
{
  "formula": "C22H32AsN5RhTe",
  "method": "ωB97M-V/def2-TZVPD",
  "spin_multiplicity": 5,
  "e_lumo_ev": [2.451, 2.439],
  "s_squared": 6.048,
  "e_above_lowest_kcal_mol": 4.8,
  "gap_ev": [5.1, 5.7],
  "total_charge": -1,
  "energy_ev": -101922.5454,
  "elements": ["Rh", "C", "As", "C", "C", "C", "C", "C", "C", "C", "C", "H", "H", "H", "H", "H", "H", "H", "H", "H", "H", "H", "H", "H", "C", "C", "C", "C", "N", "C", "N", "N", "N", "H", "H", "H", "H", "H", "H", "H", "H", "H", "H", "Te", "C", "C", "C", "C", "C", "C", "C", "C", "N", "H", "H", "H", "H", "H", "H", "H", "H", "H"],
  "xyz": [[0.217, 0.956, -0.639], [0.503, 0.870, 3.285], [-0.498, 1.435, 1.687], [-2.231, 0.710, 2.198], [-0.667, 3.350, 2.131], [-1.443, 3.654, 3.370], [-2.829, 3.805, 3.324], [-3.557, 4.050, 4.478], [-2.915, 4.145, 5.706], [-1.536, 4.004, 5.765], [-0.809, 3.766, 4.606], [0.021, 1.196, 4.206], [1.513, 1.277, 3.222], [0.568, -0.218, 3.268], [-2.531, 1.028, 3.196], [-2.130, -0.375, 2.163], [-2.960, 1.021, 1.450], [-1.084, 3.819, 1.240], [0.370, 3.683, 2.223], [-3.333, 3.723, 2.368], [-4.632, 4.167, 4.418], [-3.483, 4.331, 6.609], [-1.019, 4.081, 6.714], [0.269, 3.667, 4.656], [-2.752, -5.299, -1.780], [-2.251, -4.574, -3.022], [-3.220, -3.484, -3.461], [-0.835, -4.038, -2.843], [-0.726, -3.052, -1.771], [-0.908, -1.731, -1.783], [-0.705, -1.271, -0.576], [-0.388, -2.350, 0.187], [-0.394, -3.418, -0.520], [-3.742, -5.719, -1.966], [-2.835, -4.621, -0.929], [-2.086, -6.112, -1.487], [-2.162, -5.305, -3.834], [-3.349, -2.725, -2.686], [-4.206, -3.909, -3.657], [-2.883, -2.979, -4.368], [-0.477, -3.551, -3.751], [-0.129, -4.828, -2.590], [-1.160, -1.118, -2.633], [-1.535, 2.246, -1.973], [3.483, 2.769, -1.107], [4.022, 1.499, -1.691], [5.307, 1.411, -2.200], [5.808, 0.228, -2.738], [4.983, -0.892, -2.764], [3.690, -0.854, -2.268], [2.793, -2.055, -2.294], [3.185, 0.352, -1.716], [1.942, 0.384, -1.214], [4.232, 3.562, -1.150], [3.177, 2.625, -0.066], [2.578, 3.097, -1.626], [5.931, 2.300, -2.171], [6.817, 0.182, -3.126], [5.351, -1.826, -3.179], [3.311, -2.927, -2.700], [1.900, -1.863, -2.900], [2.429, -2.296, -1.290]],
  "mulliken_spin": [1.81, 0.02, 0.09, 0.00, 0.02, -0.02, 0.00, 0.00, 0.00, 0.00, 0.01, 0.00, 0.00, 0.00, 0.00, 0.00, 0.00, -0.01, 0.01, 0.01, 0.00, 0.00, 0.00, 0.00, 0.00, 0.00, 0.00, 0.00, 0.00, 0.01, 0.02, 0.00, 0.00, 0.00, 0.00, 0.00, 0.00, 0.00, 0.00, 0.00, 0.00, 0.00, 0.01, 0.91, 0.02, 0.14, -0.05, 0.11, -0.06, 0.13, 0.04, -0.07, 0.86, 0.00, 0.01, 0.00, 0.00, 0.01, 0.00, 0.00, -0.01, 0.00]
}

Entry 2:
{
  "formula": "C5H8N2",
  "method": "ωB97M-V/def2-TZVPD",
  "spin_multiplicity": 1,
  "e_lumo_ev": 0.817,
  "e_above_lowest_kcal_mol": 88.2,
  "gap_ev": 8.5,
  "energy_ev": -8291.1723,
  "elements": ["C", "C", "C", "C", "N", "C", "N", "H", "H", "H", "H", "H", "H", "H", "H"],
  "xyz": [[2.284, -0.447, 0.009], [0.833, -0.093, 0.071], [-0.276, -0.757, -0.345], [-1.439, 0.048, -0.097], [-2.723, -0.319, -0.545], [-1.167, 1.229, 0.573], [0.380, 1.143, 0.553], [2.758, -0.421, 0.998], [2.397, -1.460, -0.384], [2.845, 0.230, -0.647], [-0.269, -1.728, -0.829], [-3.420, 0.302, -0.149], [-2.959, -1.276, -0.312], [-0.124, 1.881, -0.157], [0.880, 1.668, 1.261]],
  "nbo_charge": [-0.64, 0.12, -0.26, 0.01, -0.81, -0.30, -0.62, 0.22, 0.23, 0.22, 0.22, 0.38, 0.36, 0.44, 0.43]
}

Entry 3:
{
  "formula": "C9H15NSi",
  "method": "ωB97M-V/def2-TZVPD",
  "spin_multiplicity": 1,
  "e_lumo_ev": 0.754,
  "e_above_lowest_kcal_mol": 53.7,
  "gap_ev": 9.4,
  "energy_ev": -18942.5836,
  "elements": ["C", "C", "C", "C", "C", "C", "C", "C", "C", "N", "Si", "H", "H", "H", "H", "H", "H", "H", "H", "H", "H", "H", "H", "H", "H", "H"],
  "xyz": [[1.148, 3.809, 1.675], [1.560, 3.264, 0.487], [0.010, 3.298, 2.324], [0.871, 2.143, 0.006], [-0.682, 2.213, 1.808], [-0.239, 1.524, 0.629], [0.068, -1.766, -2.658], [1.140, -1.922, -0.254], [0.604, -0.977, -1.401], [-2.005, -0.909, 0.647], [-1.179, 0.189, -0.417], [1.510, 4.903, 1.914], [2.467, 3.530, 0.026], [-0.260, 3.666, 3.266], [1.100, 1.630, -0.873], [-1.563, 1.968, 2.405], [-0.640, -2.466, -2.372], [-0.342, -1.163, -3.433], [0.752, -2.429, -3.211], [0.354, -2.555, -0.075], [1.185, -1.220, 0.674], [2.121, -2.307, -0.597], [1.424, -0.315, -1.636], [-2.435, -1.799, 0.401], [-2.459, -0.495, 1.366], [-1.916, 0.886, -1.523]],
  "nbo_charge": [-0.20, -0.22, -0.23, -0.19, -0.19, -0.45, -0.64, -0.63, -0.44, -1.28, 1.43, 0.22, 0.21, 0.21, 0.21, 0.20, 0.19, 0.21, 0.20, 0.20, 0.21, 0.21, 0.19, 0.41, 0.38, -0.20]
}

Entry 4:
{
  "formula": "C3H9NO2",
  "method": "ωB97M-V/def2-TZVPD",
  "spin_multiplicity": 2,
  "e_lumo_ev": [-6.578, -10.174],
  "s_squared": 0.759,
  "e_above_lowest_kcal_mol": 68.2,
  "gap_ev": [8.1, 4.4],
  "total_charge": 1,
  "energy_ev": -8830.5521,
  "elements": ["C", "C", "C", "O", "N", "H", "H", "H", "H", "H", "H", "H", "H", "H", "O"],
  "xyz": [[2.050, -0.070, 0.347], [0.700, 0.097, 1.023], [-0.290, 0.511, 0.015], [-0.816, -0.134, -0.890], [2.874, -1.150, 0.973], [1.872, -0.382, -0.653], [2.652, 0.886, 0.290], [0.538, -0.886, 1.532], [0.624, 0.853, 1.865], [-0.749, 1.620, 0.056], [3.712, -1.292, 0.384], [3.306, -0.629, 1.766], [-3.835, 1.511, -1.435], [-3.338, 0.037, -1.133], [-4.141, 0.523, -1.335]],
  "mulliken_spin": [0.02, 0.09, -0.02, 0.73, 0.05, 0.00, 0.01, 0.00, 0.00, 0.12, 0.01, 0.00, 0.00, 0.00, 0.00]
}

Entry 5:
{
  "formula": "C5H9NO",
  "method": "ωB97M-V/def2-TZVPD",
  "spin_multiplicity": 1,
  "e_lumo_ev": 0.905,
  "smiles": "CC=C=NCOC",
  "e_above_lowest_kcal_mol": 82.8,
  "gap_ev": 9.7,
  "energy_ev": -8865.6241,
  "elements": ["C", "C", "C", "N", "C", "O", "C", "H", "H", "H", "H", "H", "H", "H", "H", "H"],
  "xyz": [[2.618, -1.120, 0.267], [1.394, -0.974, 1.135], [0.801, 0.181, 1.358], [0.068, 1.150, 1.142], [-0.497, 0.755, -0.252], [-1.483, 1.486, -0.872], [-2.786, 0.931, -0.854], [3.464, -1.520, 0.831], [2.418, -1.803, -0.570], [2.914, -0.158, -0.162], [0.919, -1.862, 1.544], [-0.825, -0.276, -0.094], [0.395, 0.824, -0.877], [-3.286, 1.263, -1.769], [-3.337, 1.294, 0.017], [-2.777, -0.172, -0.844]],
  "nbo_charge": [-0.62, -0.39, 0.37, -0.44, 0.09, -0.52, -0.25, 0.22, 0.22, 0.22, 0.23, 0.15, 0.17, 0.19, 0.18, 0.17]
}

Entry 6:
{
  "formula": "C4H5N",
  "method": "ωB97M-V/def2-TZVPD",
  "spin_multiplicity": 1,
  "e_lumo_ev": 0.501,
  "e_above_lowest_kcal_mol": 103.4,
  "gap_ev": 9.1,
  "energy_ev": -5714.3609,
  "elements": ["N", "C", "C", "C", "C", "H", "H", "H", "H", "H"],
  "xyz": [[0.283, 0.992, 0.045], [1.357, 0.140, 0.259], [1.296, -1.192, 0.423], [-1.023, -0.917, 0.338], [-0.953, 0.397, 0.074], [0.389, 1.992, 0.117], [2.355, 0.574, 0.238], [-0.218, -1.428, 0.918], [-1.901, -1.532, 0.188], [-1.800, 1.028, -0.188]],
  "nbo_charge": [-0.56, -0.31, -0.01, -0.47, 0.01, 0.41, 0.25, 0.23, 0.23, 0.22]
}

Entry 7:
{
  "formula": "C14H21N7",
  "method": "ωB97M-V/def2-TZVPD",
  "spin_multiplicity": 1,
  "e_lumo_ev": -0.171,
  "smiles": "CC#N.CC#N.CC#N.CC#N.CC#N.CC#N.CC#N",
  "e_above_lowest_kcal_mol": 125.9,
  "gap_ev": 10.2,
  "energy_ev": -25281.8179,
  "elements": ["C", "C", "N", "H", "H", "H", "C", "C", "N", "H", "H", "H", "C", "C", "N", "H", "H", "H", "C", "C", "N", "H", "H", "H", "C", "C", "N", "H", "H", "H", "C", "C", "N", "H", "H", "H", "C", "C", "N", "H", "H", "H"],
  "xyz": [[-0.183, 0.214, 0.181], [0.257, 0.723, -1.116], [0.555, 1.265, -2.101], [0.575, 0.477, 0.918], [-0.489, -0.830, 0.108], [-1.085, 0.730, 0.512], [2.430, -1.043, 1.177], [2.700, -1.274, 2.616], [2.873, -1.432, 3.758], [3.201, -1.599, 0.643], [2.524, 0.014, 0.929], [1.433, -1.452, 1.017], [0.350, 3.636, -2.987], [1.563, 4.469, -3.255], [2.494, 5.073, -3.539], [-0.445, 3.867, -3.696], [0.022, 3.956, -1.998], [0.674, 2.599, -3.077], [1.819, 0.087, -3.230], [3.074, -0.362, -3.853], [4.015, -0.711, -4.433], [1.092, -0.719, -3.323], [1.444, 1.048, -3.581], [1.956, 0.054, -2.149], [-0.313, -2.456, 3.447], [-0.653, -2.402, 1.973], [-0.963, -2.353, 0.830], [-1.016, -3.102, 3.974], [-0.396, -1.490, 3.945], [0.725, -2.781, 3.518], [-2.347, 1.994, 2.505], [-2.076, 1.786, 3.909], [-1.845, 1.515, 4.984], [-2.118, 1.147, 1.859], [-1.781, 2.851, 2.141], [-3.430, 2.098, 2.439], [-3.174, -2.900, -0.732], [-2.002, -2.074, -1.102], [-1.084, -1.446, -1.433], [-2.946, -3.958, -0.608], [-4.009, -2.744, -1.415], [-3.421, -2.476, 0.242]],
  "nbo_charge": [-0.75, 0.41, -0.46, 0.23, 0.30, 0.23, -0.72, 0.29, -0.34, 0.27, 0.25, 0.26, -0.71, 0.29, -0.36, 0.24, 0.24, 0.28, -0.71, 0.29, -0.36, 0.26, 0.27, 0.25, -0.73, 0.40, -0.45, 0.26, 0.28, 0.28, -0.72, 0.28, -0.32, 0.24, 0.26, 0.26, -0.71, 0.38, -0.43, 0.26, 0.26, 0.25]
}

Entry 8:
{
  "formula": "CClNO2S2",
  "method": "ωB97M-V/def2-TZVPD",
  "spin_multiplicity": 1,
  "e_lumo_ev": 4.534,
  "e_above_lowest_kcal_mol": 10.1,
  "gap_ev": 6.7,
  "total_charge": -2,
  "energy_ev": -40817.4831,
  "elements": ["C", "N", "O", "O", "S", "S", "Cl"],
  "xyz": [[-1.909, 1.584, -1.107], [-2.306, 2.591, -0.727], [-2.709, -1.063, 1.144], [-0.293, -1.311, 0.736], [-1.416, 0.131, -1.757], [-1.656, -1.557, 0.276], [10.289, -0.374, 1.435]],
  "nbo_charge": [0.07, -0.49, -0.93, -0.92, -0.33, 1.58, -1.00]
}